# 1
Entry from the OMol25 dataset: an isolated molecule of C4H12N2S at a distorted geometry (wB97M-V/def2-TZVPD).

Results
2S+1   1
HOMO-LUMO gap   9.022 eV
Structure (SMILES)   CN[C@@H](CN)CS
ΔE to the lowest compared entry with this formula, charge and spin   239.8 kJ/mol

Geometry as XYZ:
```
19
C4H12N2S, DFT wB97M-V/def2-TZVPD
C -0.72793 -0.95238 -0.13215
H -0.69618 1.09959 -1.77526
H 1.75091 0.14979 1.09671
H -2.84635 -0.98048 0.40344
N -1.85388 -1.07657 0.72276
H 1.81969 1.46063 -2.31964
H -0.58279 -0.90073 2.95462
H 2.09419 -0.00860 -1.26022
H 0.98965 1.91324 1.34141
S 0.47726 0.02556 2.95113
H 1.29697 -0.09691 -2.73415
N 0.17263 1.04968 -1.29947
C -0.21402 0.54023 0.12652
C 0.82012 0.75865 1.17108
H 0.07733 -1.79560 0.04945
C 1.38305 0.61050 -1.94176
H -1.12313 1.06052 0.44402
H -1.05854 -1.03248 -1.22106
H -1.77899 -1.82463 1.42257
```

***

# 2
Entry from the OMol25 dataset: a structure of composition C4H5CuO2 at a distorted geometry (wB97M-V/def2-TZVPD).

Results
2S+1   2
HOMO-LUMO gap (alpha / beta)   6.977 / 6.127 eV
ΔE to the lowest compared entry with this formula, charge and spin   148.9 kJ/mol
Net charge   +1

Geometry as XYZ:
```
12
C4H5CuO2, DFT wB97M-V/def2-TZVPD
H -0.07738 2.32810 0.26921
H -4.07940 -1.18437 0.76457
C -2.00706 3.14931 -2.28928
H -1.81038 -1.39138 0.14126
O -1.81533 2.20996 -3.11462
Cu -1.20742 3.84094 -3.95120
C -0.85022 1.60060 0.09161
H -2.84213 -0.67140 -1.11466
C -2.45715 -0.52780 -0.09065
H -2.82953 3.00687 -1.55011
C -1.64126 0.69088 -0.06443
O -3.51231 -0.41207 0.84144
```

***

# 3
Entry from the OMol25 dataset: a cluster of 12 separate species, C29H63N5O33S7 in total at a distorted geometry (wB97M-V/def2-TZVPD).

Results
2S+1   1
HOMO-LUMO gap   8.606 eV
Structure (SMILES)   O=S1(=O)OCCO1.O=S1(=O)OCCO1.O=S1(=O)OCCO1.O=S1(=O)OCCO1.O=S1(=O)OCCO1.O=S1(=O)OCCO1.O=S1(=O)OCCO1.CNC(C)=O.CNC(C)=O.CNC(C)=O.CNC(C)=O.CNC(C)=O
ΔE to the lowest compared entry with this formula, charge and spin   0.0 kJ/mol

Geometry as XYZ:
```
137
C29H63N5O33S7, DFT wB97M-V/def2-TZVPD
H -1.57667 -0.95627 3.31485
S 4.38731 0.72789 -3.39142
C -0.87546 4.72891 -3.38116
H -2.56414 3.57294 -2.53847
S -0.94123 -1.24386 -4.95135
O -2.97537 1.46313 1.72892
O 4.36560 -0.85371 -3.92252
C 3.70811 -0.95702 -5.18910
C 0.51007 5.39224 -0.00655
O 1.38458 2.53993 -3.32410
S -2.24899 2.72387 1.00137
H -2.66268 -0.91030 -1.84840
H 3.98767 1.72978 5.68013
N 2.15393 4.56650 1.43546
S -3.05563 -3.87399 1.88667
O 0.18468 -2.03624 -5.48748
H -1.39624 4.83697 6.78829
C 1.26941 -7.64774 -1.86374
H 1.87737 0.15081 -5.13422
S 1.68148 0.78387 1.45042
H 0.48370 4.35447 -0.33888
H 3.69599 -5.50593 2.09416
C -2.25946 -1.53236 2.69034
H 0.85136 -5.91280 2.89720
H 1.34431 -2.13537 5.22053
O -5.30070 -0.38597 1.00627
O -3.72227 3.43895 0.90547
H -3.41370 -2.67635 -6.75689
H 4.04834 -5.63199 -0.31761
O -4.80809 0.67643 -1.25127
H 2.60257 -0.94787 -0.65347
O -4.32048 -1.66887 -0.93811
S -5.46717 -0.59770 -0.38046
H 1.20343 3.44064 4.60199
O -2.51697 -2.86165 0.63076
H 0.71357 5.49758 3.87474
H -0.26792 4.68469 -2.47726
O 1.24020 6.54641 1.94986
O 0.32895 2.14196 -5.65607
H 2.33170 0.65654 4.66435
C 1.27204 5.57667 1.26243
H 2.88015 0.61672 -6.45768
C -4.05913 1.75938 2.59419
O 1.24865 1.07814 2.84502
H -3.57733 1.97356 3.54818
C 2.91967 0.30276 -5.41462
H -0.26174 5.78832 5.24344
O 3.70421 1.24548 -4.82575
H -0.50702 -3.91891 -3.18858
H -0.50004 5.79484 0.06883
O -2.35774 -2.12525 -5.00546
H 2.10547 -8.02458 -2.45287
C -4.64365 3.10049 1.96182
H -1.12664 5.12460 3.97472
H 5.11752 -4.65641 0.61810
O 1.87448 -0.81183 1.11189
C 1.06320 -4.86818 2.66914
H 4.53914 -1.04100 -5.88942
O 0.24875 2.27857 6.69323
H 1.53137 -7.81627 -0.81919
O -1.20035 2.46810 -3.53564
H 0.35186 -8.09451 -2.24661
C 1.80073 -1.42711 4.52906
H 2.23506 3.70353 0.91700
C -2.03085 3.67282 -3.48385
C -1.65400 3.83858 6.43493
C 3.40621 -0.35870 5.99546
H 5.11456 0.81674 6.65324
H -1.15128 5.76758 -3.56330
H 0.88357 -1.14648 4.01121
H 0.18482 -4.22333 2.64266
C -3.07897 -1.80762 -6.19000
H -1.64378 -1.11780 -7.79467
H -3.71726 0.88828 -3.01695
H -0.21351 -0.42147 -1.26105
H -3.76241 -1.89457 -2.85237
H 1.08698 0.82530 -1.09471
H 2.95774 3.88795 3.27154
C 0.64869 -5.69831 -3.26910
C 0.59388 -0.03378 -0.63982
C -1.92446 -1.61199 1.13985
O -2.49564 -5.20128 1.73388
N 2.47979 -0.26087 5.05998
C 1.89141 -4.79507 1.35180
H -2.25583 -0.72834 0.59446
H -5.52846 2.80359 1.39874
O 5.78465 1.22746 -3.25324
H -5.23203 -0.02378 -3.11319
C 0.52700 -4.24634 -3.29672
O 3.45579 0.86458 -2.27690
H 3.68629 -4.03477 -0.37949
H -2.20902 3.89357 5.49843
C -3.70542 -1.13203 -2.07559
H 0.98473 5.82541 -0.88699
H -2.94309 0.09152 -7.27006
C 4.06950 -4.76098 0.33736
C 3.16025 4.68420 2.55525
C 1.61520 -1.12454 -0.22686
C -2.32635 -0.77135 -7.01868
H 3.04982 5.68592 2.97054
O -1.58535 -0.18410 -5.97307
H 1.79686 -4.56183 3.41480
O 3.89631 -1.39947 6.42365
O -1.41998 3.38501 2.04142
H 4.14166 4.55100 2.10005
H -2.08145 3.21897 7.22326
H 0.93732 -3.68365 -4.13525
C -0.13342 5.08360 4.42186
O -0.65718 -0.53147 -3.67072
O -1.64775 2.36917 -0.28923
H -0.85431 -1.81887 1.14773
H 3.65674 1.36335 7.37956
H 3.08944 -1.82186 -5.42863
H -2.68445 3.76901 -4.35083
C -0.25868 3.24262 6.02285
N 3.20863 -4.93822 1.41571
N 0.37921 3.87000 4.99747
O 0.00303 4.34913 -4.43996
C -4.36111 0.18315 -2.49128
H 2.42427 -1.94711 3.80179
H -3.96970 -1.44428 -5.67748
H -4.76078 3.86998 2.72489
O 0.28654 -6.32899 -4.23531
H 0.86687 -3.88212 -2.32721
H -4.72239 0.90857 2.75002
H 1.54928 -5.48434 -1.68195
H 1.47663 -2.18828 -0.42012
S 0.28455 2.75472 -4.33261
H -3.21963 -1.03399 2.82374
O -2.29526 -2.97381 3.05552
N 1.32959 -6.24946 -2.30358
O -4.54322 -3.78655 2.01198
O -6.74210 -1.04940 -0.90448
O 0.34963 0.61582 0.47447
O 1.24716 -4.60560 0.31591
O 2.61117 1.69432 0.76653
C 4.05354 0.95922 6.44825
```

***

# 4
Entry from the OMol25 dataset: a cluster of 2 separate species, C11H18Cl5N2 in total at a distorted geometry (wB97M-V/def2-TZVPD).

Results
2S+1   1
HOMO-LUMO gap   8.665 eV
Net charge   +1

Geometry as XYZ:
```
36
C11H18Cl5N2, DFT wB97M-V/def2-TZVPD
H -3.94079 -2.36226 2.26364
C 0.61750 2.44798 -1.06766
H 5.77529 2.09509 -0.83953
Cl -2.07826 2.34974 -2.24390
Cl 3.25573 -0.20294 -2.28576
H 5.47984 0.45390 -2.63070
C -0.59301 -0.74151 -1.84733
H -3.96032 -0.40529 4.10960
H 1.32219 1.83779 -0.33602
N -1.06433 -0.38558 -0.44529
H -2.46597 0.99235 0.47878
H 0.89434 2.10994 -2.15377
H -1.29599 3.21253 -0.06287
H -0.21704 -2.68561 -3.09024
Cl -0.40652 1.19424 1.83103
C -0.90349 -2.96474 -0.86976
H -2.08454 -0.23509 3.94958
H 4.35208 1.78592 -2.93614
C -1.30890 0.94475 0.23181
H 0.88129 3.59365 -0.86171
C -3.07723 -1.53816 2.24918
Cl 3.54939 2.52433 -0.24177
N -0.50398 -2.24508 -2.16617
C -0.98604 2.25970 -0.71197
Cl -0.25947 -2.14040 2.88411
H -3.47343 -0.66882 1.56553
C -1.25597 -1.75137 0.17608
H -0.92909 -4.12933 -0.69610
H -0.31713 0.01496 -2.70167
C 4.86625 1.48650 -0.84285
H -2.85399 -1.85417 4.60359
C -1.70926 -2.23643 1.67500
H 5.00353 0.66601 -0.13175
H -1.94036 -3.40486 1.59167
C -2.96750 -0.98860 3.80076
C 4.59518 0.97086 -2.24740
```